# C12H18AgN4SSe

A molecular structure, C12H18AgN4SSe at a distorted geometry (ωB97M-V/def2-TZVPD, the Open Molecules 2025 dataset).

```
37
Properties=species:S:1:pos:R:3:forces:R:3
Ag -0.47621 1.04816 0.17057 0.0450 -0.0644 -0.6505
C 1.23799 -0.79391 -1.90469 0.4418 -0.8456 1.0610
C -0.17138 -1.27125 -2.28245 -0.9453 -0.5021 1.1700
N -1.27440 -0.73125 -1.41160 0.9511 -0.5971 0.4417
C -2.40867 -0.07194 -2.04815 -0.2572 0.4051 -0.0163
C -2.01837 1.24645 -2.76384 -0.0442 0.5515 -0.5214
S -1.24983 2.57588 -1.73986 -0.5714 -0.5803 0.7661
C 0.39209 2.79923 -2.41136 0.7533 -0.8373 -0.2586
C 1.19259 1.48565 -2.66033 0.0941 1.2841 0.3425
N 1.28619 0.61445 -1.48967 -0.4376 -0.4306 -0.9856
H 1.88632 -1.01585 -2.76001 0.0308 0.2148 -0.0956
H 1.69660 -1.39863 -1.07497 -0.7492 0.4505 -0.5402
H -0.20564 -2.38323 -2.27843 0.1617 0.6474 0.0488
H -0.38537 -0.99836 -3.29335 -0.1886 0.2989 -0.7265
H -1.56619 -1.42588 -0.71025 0.0448 0.4837 -0.7657
H -3.10951 0.21954 -1.25441 0.0634 -0.3133 -0.1057
H -2.95382 -0.75316 -2.74021 0.2998 0.5775 0.1070
H -2.89673 1.82131 -3.14978 0.5278 -1.1399 -0.0329
H -1.29508 1.05146 -3.57375 -0.6127 0.1641 0.1090
H 0.87431 3.45696 -1.67766 0.0783 -0.1498 -0.2481
H 0.31233 3.32315 -3.35699 0.0455 0.2150 -0.1240
H 2.15036 1.76301 -3.14526 -0.1491 -0.1742 0.5925
H 0.69645 0.90827 -3.41086 -0.4758 -0.1678 -0.5719
H 2.12223 0.74299 -0.97657 0.9589 0.4118 0.4034
Se -1.13845 1.92516 3.38279 1.0391 -1.5901 -0.1809
N -0.32491 0.63379 2.23392 -1.1780 0.4474 3.3544
C 0.04978 -0.35377 3.07039 0.4063 0.6261 -1.1116
C 0.75160 -1.53949 2.61949 0.5407 0.1176 2.3438
C 1.35630 -2.29142 3.62004 -0.9745 0.9943 -1.6759
C 1.18096 -2.04609 4.99239 -1.0523 1.3175 0.8270
C 0.41995 -0.99358 5.45015 0.8859 -1.7462 -0.0201
C -0.12732 -0.10430 4.50500 -0.8874 1.5277 0.1971
N -0.75395 1.02907 4.91293 0.5621 -0.9288 -2.5719
H 0.90433 -1.75311 1.58262 -0.0333 0.0354 -0.4021
H 1.98206 -3.10828 3.37734 0.4418 -0.7788 -0.5090
H 1.62669 -2.72317 5.68844 0.2045 -0.2467 0.3495
H 0.23670 -0.88784 6.50838 -0.0203 0.3228 0.0005
```
Positions in Å, forces in eV/Å.

Calculated values
F_max = 3.58 eV Å⁻¹
ΔE to the lowest compared entry with this formula, charge and spin = 0.0 kJ/mol
Gap between HOMO and LUMO = 7.6 eV
LUMO level = -0.152 Ha
Total charge = +1